{
  "formula": "C4H2Cl2",
  "method": "ωB97M-V/def2-TZVPD",
  "smiles": "C#CCl.C#CCl",
  "multiplicity": 1,
  "homo_energy_ha": -0.370,
  "energy_ev": -29220.03852,
  "lumo_ev": 0.67,
  "gap_ha": 0.39445,
  "e_above_lowest_ev": 2.6135,
  "species": ["C", "C", "C", "C", "Cl", "Cl", "H", "H"],
  "positions_angstrom": [[1.09199, 1.27187, 2.92951], [-1.02673, 2.33648, -0.75757], [0.68017, 0.49085, 2.11348], [-0.72790, 1.31434, -1.29148], [0.23048, -0.77270, 1.18362], [-0.37688, 0.01680, -2.16277], [1.43386, 2.03971, 3.45558], [-1.03282, 3.16955, -0.24612]],
  "forces_ev_per_angstrom": [[-1.42, -2.61, -2.62], [0.49, -3.17, -1.68], [0.41, 0.08, 0.83], [-0.33, 0.64, 0.04], [-0.15, -0.12, -0.17], [0.25, -1.21, -0.73], [1.18, 2.62, 2.05], [-0.42, 3.77, 2.27]]
}